[1]
61
Properties=species:S:1:pos:R:3:mulliken_charge:R:1 method="wB97M-V/def2-TZVPD" orbital_gap_ev=10.405 e_tot_ev=-83424.437 total_charge=0 e_lumo_ev=0.4
C -0.34 5.06 2.99 0.29
C -1.14 4.46 2.34 -1.72
C -2.17 3.60 1.69 0.98
P -1.12 2.45 0.70 1.05
O -0.41 3.26 -0.28 -0.74
O -1.96 1.33 -0.09 -0.45
O -0.02 1.73 1.61 -0.42
O -2.89 3.06 2.82 -0.39
S -3.86 4.25 3.38 1.14
O -5.02 3.71 3.99 -0.54
O -3.24 5.13 4.30 -0.57
O -4.08 4.95 1.95 -0.32
C -3.27 4.35 0.93 0.23
C -4.15 3.46 0.00 -0.87
O -5.33 4.15 -0.33 -0.40
C -6.50 3.36 -0.17 -0.75
C -6.90 3.11 1.30 0.40
C -7.67 1.77 1.48 -1.34
H 0.35 5.34 3.75 0.44
H -1.31 0.62 -0.28 0.39
H -0.36 1.59 2.51 0.32
H -2.79 5.03 0.22 0.49
H -3.54 3.20 -0.87 0.37
H -4.39 2.51 0.50 0.56
H -6.42 2.39 -0.70 0.36
H -7.31 3.90 -0.66 0.37
H -6.00 3.00 1.91 -0.23
H -7.46 3.97 1.67 0.38
H -8.50 1.68 0.77 0.34
H -6.94 0.97 1.34 0.31
H -7.99 1.72 2.52 0.37
O 2.25 -2.07 0.96 -0.67
S 1.29 -1.79 -0.07 0.99
O 0.32 -0.72 0.07 -0.57
C 2.16 -1.58 -1.62 -0.82
C 2.22 -2.99 -2.20 -0.17
C 0.84 -3.61 -1.97 -0.86
C 0.45 -3.31 -0.51 -0.76
H 3.13 -1.14 -1.43 0.44
H 1.56 -0.92 -2.25 0.39
H 2.49 -2.97 -3.25 0.57
H 2.98 -3.57 -1.67 -0.17
H 0.12 -3.15 -2.65 0.35
H 0.84 -4.68 -2.16 0.37
H -0.63 -3.17 -0.41 0.44
H 0.79 -4.09 0.16 0.35
O 4.63 -4.99 -1.96 -0.67
S 5.53 -3.90 -2.23 1.28
O 5.20 -2.84 -3.16 -0.68
C 6.03 -3.17 -0.68 -0.59
C 7.26 -3.97 -0.26 -0.68
C 8.10 -4.14 -1.54 -0.62
C 7.14 -4.57 -2.66 -0.74
H 5.21 -3.23 0.04 0.34
H 6.28 -2.12 -0.87 0.40
H 7.82 -3.46 0.52 0.37
H 6.96 -4.95 0.12 0.31
H 8.56 -3.19 -1.80 0.30
H 8.90 -4.87 -1.40 0.34
H 7.44 -4.19 -3.63 0.34
H 7.04 -5.66 -2.70 0.36



[2]
87
Properties=species:S:1:pos:R:3:mulliken_charge:R:1 method="wB97M-V/def2-TZVPD" de_lowest_kcal_mol=25.1 orbital_gap_ev="3.879 / 3.948" e_tot_ev=-65953.524 total_charge=+3 e_lumo_ev="-11.7 / -11.6"
Ru 0.37 -0.72 0.09 -0.40
C 2.30 2.89 -0.38 -1.20
C 3.18 1.70 -0.75 0.69
C 4.08 2.00 -1.94 -1.63
P 2.12 0.22 -1.11 0.69
C 3.26 -1.25 -1.06 0.37
C 3.27 -1.67 0.42 -1.37
C 2.67 -2.38 -1.89 -1.41
C 1.23 0.49 -2.68 -0.19
C 1.79 0.61 -3.94 -0.53
C 0.99 0.93 -5.06 0.52
C 1.56 1.07 -6.41 -1.61
C -0.38 1.12 -4.86 -1.25
C -0.97 0.98 -3.62 -0.42
C -0.18 0.64 -2.50 0.22
N -0.72 0.35 -1.29 1.04
C -2.01 0.60 -0.90 -1.19
C -2.71 1.79 -1.15 -0.30
C -4.04 1.88 -0.81 -0.84
C -4.73 0.82 -0.22 0.57
C -6.20 0.88 -0.01 -1.62
C -4.02 -0.34 0.12 -0.63
C -2.68 -0.45 -0.21 0.21
P -1.62 -1.92 -0.16 0.98
C -2.04 -2.65 -1.84 0.74
C -0.80 -3.17 -2.55 -1.08
C -3.16 -3.68 -1.75 -1.62
C -1.86 -3.04 1.31 1.25
C -0.78 -4.11 1.11 -1.24
C -3.23 -3.66 1.58 -1.34
H 2.91 3.72 -0.06 0.49
H 1.71 3.21 -1.24 0.28
H 1.61 2.63 0.44 0.09
H 3.80 1.40 0.10 0.63
H 3.51 2.43 -2.77 0.40
H 4.83 2.73 -1.65 0.47
H 4.61 1.12 -2.29 0.37
H 4.28 -1.00 -1.38 0.71
H 2.23 -1.95 0.75 0.09
H 3.89 -2.55 0.56 0.49
H 3.65 -0.89 1.08 0.35
H 1.66 -2.61 -1.51 0.01
H 2.61 -2.13 -2.94 0.30
H 3.28 -3.28 -1.79 0.60
H 2.85 0.47 -4.09 0.63
H 2.49 0.52 -6.53 0.42
H 0.84 0.75 -7.16 0.44
H 1.76 2.13 -6.62 0.34
H -0.99 1.37 -5.71 0.51
H -2.04 1.07 -3.52 0.65
H -2.20 2.63 -1.59 0.73
H -4.58 2.79 -1.03 0.47
H -6.57 1.90 -0.06 0.41
H -6.70 0.32 -0.81 0.34
H -6.49 0.42 0.92 0.41
H -4.53 -1.17 0.58 0.30
H -2.43 -1.78 -2.40 0.32
H -0.28 -3.92 -1.96 0.25
H -1.09 -3.63 -3.49 0.60
H -0.12 -2.34 -2.78 0.00
H -2.81 -4.61 -1.30 0.36
H -4.01 -3.29 -1.19 0.37
H -3.51 -3.91 -2.75 0.50
H -1.59 -2.39 2.17 -0.25
H -1.04 -4.76 0.29 0.25
H 0.19 -3.63 0.90 0.17
H -0.66 -4.72 2.00 0.51
H -3.53 -4.33 0.79 0.27
H -3.16 -4.25 2.50 0.48
H -4.00 -2.91 1.73 0.35
C 2.12 1.24 3.41 -1.00
Te 0.30 0.75 2.34 0.22
C -0.24 -0.18 4.23 -1.10
C 0.66 0.41 5.27 0.55
C 0.35 0.29 6.62 -0.81
C 1.19 0.86 7.56 -0.60
C 2.35 1.53 7.16 -0.66
C 2.67 1.63 5.82 -0.73
C 1.82 1.09 4.87 0.54
H 2.42 2.27 3.18 0.62
H 2.93 0.58 3.11 0.52
H -0.11 -1.26 4.15 0.48
H -1.29 0.03 4.46 0.63
H -0.53 -0.24 6.92 0.48
H 0.94 0.78 8.61 0.43
H 3.00 1.97 7.91 0.43
H 3.57 2.14 5.51 0.48



[3]
9
Properties=species:S:1:pos:R:3:mulliken_charge:R:1 method="wB97M-V/def2-TZVPD" de_lowest_kcal_mol=0.0 orbital_gap_ev=8.290 e_tot_ev=-59628.423 total_charge=0 e_lumo_ev=0.2
O 2.40 -0.10 0.84 -0.42
Ga -0.28 3.02 0.64 -0.15
O -0.64 1.39 0.41 -0.01
C 0.11 0.38 -0.03 0.32
C 1.25 0.03 0.58 0.41
C -0.57 -0.94 -0.49 -1.01
H -1.05 -0.74 -1.46 0.29
H -1.35 -1.29 0.20 0.26
H 0.14 -1.75 -0.69 0.32



[4]
74
Properties=species:S:1:pos:R:3:mulliken_charge:R:1 method="wB97M-V/def2-TZVPD" de_lowest_kcal_mol=0.0 orbital_gap_ev=4.611 e_tot_ev=-64635.222 total_charge=0 e_lumo_ev=-2.3
C -6.43 2.63 1.07 -0.86
O -6.31 1.22 1.33 -0.44
C -5.07 0.72 1.56 0.76
C -5.00 -0.67 1.87 -0.72
C -3.81 -1.21 2.28 -0.34
C -2.63 -0.42 2.36 1.08
C -1.40 -1.00 2.79 -0.68
C -0.17 -0.34 2.60 -0.21
C 0.82 -0.93 1.84 -0.30
C 2.04 -0.29 1.45 0.02
C 3.15 -1.07 1.00 -0.43
C 4.36 -0.49 0.71 -0.77
C 4.51 0.92 0.82 0.92
O 5.75 1.40 0.60 -0.43
C 5.99 2.82 0.75 -0.82
C 3.39 1.73 1.17 -0.59
C 2.19 1.12 1.50 -0.70
C -2.71 0.96 2.02 -0.84
C -3.90 1.51 1.61 -0.55
H -7.49 2.78 0.87 0.24
H -6.13 3.22 1.95 0.34
H -5.83 2.92 0.19 0.36
H -5.92 -1.25 1.83 0.43
H -3.76 -2.26 2.57 0.37
H -1.41 -2.07 2.87 0.38
H -0.01 0.65 3.03 0.68
H 0.65 -1.95 1.49 0.43
H 3.03 -2.15 0.91 0.42
H 5.23 -1.07 0.43 0.42
H 7.07 2.91 0.66 0.24
H 5.49 3.38 -0.06 0.33
H 5.66 3.18 1.73 0.35
H 3.49 2.81 1.21 0.38
H 1.34 1.74 1.79 0.36
H -1.82 1.58 2.08 0.43
H -3.96 2.58 1.37 0.41
C -1.62 -5.89 9.50 -1.23
C -1.52 -4.68 8.66 0.59
C -1.35 -3.37 9.07 -0.66
C -1.32 -2.43 7.97 -1.26
C -1.52 -3.04 6.76 0.56
B -1.47 -2.35 5.28 2.45
C -2.80 -1.40 5.36 0.24
C -4.04 -2.01 5.48 -0.67
C -5.21 -1.25 5.51 -0.94
C -5.11 0.13 5.43 0.42
C -6.35 0.97 5.33 0.68
F -6.54 1.79 6.41 -0.28
F -6.27 1.81 4.24 -0.18
F -7.49 0.24 5.18 -0.31
C -3.88 0.76 5.43 -1.10
C -2.71 -0.02 5.42 -0.20
O -0.12 -1.73 5.30 -0.74
C 0.66 -2.63 4.67 0.93
C -0.10 -3.67 4.07 0.44
C 0.47 -4.57 3.18 -1.10
C 1.83 -4.42 2.91 -0.63
C 2.59 -3.42 3.52 -0.54
C 2.03 -2.52 4.43 -1.18
O -1.43 -3.51 4.33 -1.03
S -1.63 -4.76 6.92 -0.27
H -1.53 -5.61 10.55 0.34
H -2.59 -6.38 9.35 0.27
H -0.83 -6.60 9.24 0.27
H -1.24 -3.10 10.11 0.32
H -1.18 -1.36 8.11 0.46
H -4.10 -3.10 5.54 0.45
H -6.19 -1.74 5.58 0.45
H -3.82 1.85 5.42 0.40
H -1.74 0.48 5.41 0.58
H -0.15 -5.34 2.74 0.50
H 2.31 -5.11 2.21 0.38
H 3.66 -3.34 3.29 0.44
H 2.59 -1.72 4.91 0.49



[5]
20
Properties=species:S:1:pos:R:3:mulliken_charge:R:1 method="wB97M-V/def2-TZVPD" de_lowest_kcal_mol=46.8 spin_multiplicity=2 orbital_gap_ev="2.333 / 9.181" e_tot_ev=-9940.768 total_charge=-1 e_lumo_ev="3.3 / 3.2"
C 0.10 1.14 -1.54 -1.64
C 0.38 0.42 -0.22 0.81
C 0.87 -0.98 -0.50 -0.55
C -0.17 -1.93 0.14 -0.83
O 0.27 -3.15 0.61 -0.31
N 1.23 1.11 0.68 -0.75
H -0.29 0.36 -2.30 0.34
H 1.12 1.50 -1.87 0.30
H -0.50 2.02 -1.53 0.62
H -0.69 0.37 0.23 -0.37
H 0.65 -1.32 -1.64 0.16
H 2.03 -1.17 -0.29 0.33
H -0.60 -1.62 1.21 0.35
H -1.02 -1.99 -0.64 0.19
H 1.15 -3.38 0.43 0.27
H 0.67 1.64 1.35 0.44
H 1.90 1.61 0.12 0.20
H -2.62 2.25 2.54 0.60
H -2.47 1.30 1.26 0.24
O -2.02 1.81 1.97 -1.41



[6]
116
Properties=species:S:1:pos:R:3:mulliken_charge:R:1 method="wB97M-V/def2-TZVPD" de_lowest_kcal_mol=36.6 orbital_gap_ev=7.102 e_tot_ev=-54826.766 total_charge=-1 e_lumo_ev=2.2
C -16.14 5.92 20.64 0.96
C -15.73 6.78 21.82 1.76
O -14.84 7.81 21.53 -1.08
H -15.23 5.49 20.21 0.06
H -16.75 6.43 19.89 -0.80
H -16.77 5.12 21.05 -0.54
H -15.26 6.14 22.59 -1.03
H -16.62 7.25 22.28 -0.26
C -15.83 3.33 23.42 0.21
C -14.97 2.17 23.87 -0.76
O -15.33 1.92 25.24 -0.59
H -16.90 3.13 23.44 0.41
H -15.59 3.62 22.39 -0.24
H -15.59 4.16 24.09 -0.09
H -13.91 2.43 23.74 0.36
H -15.16 1.24 23.33 0.38
H -14.69 1.29 25.59 0.32
C -18.06 9.02 18.90 0.30
C -18.48 10.49 18.97 -0.76
O -18.01 11.11 20.16 -0.51
H -16.98 9.00 19.02 0.03
H -18.43 8.52 18.01 0.13
H -18.48 8.48 19.75 -0.06
H -19.57 10.58 18.95 0.37
H -18.07 11.00 18.10 0.31
H -18.69 11.11 20.83 0.29
C -17.04 6.97 25.81 -0.48
C -18.07 8.11 25.84 -0.32
O -17.63 9.14 24.96 -0.50
H -17.35 6.17 26.49 0.42
H -16.07 7.37 26.09 0.21
H -16.93 6.63 24.78 -0.15
H -18.20 8.52 26.85 0.32
H -19.03 7.75 25.46 0.22
H -18.39 9.67 24.72 0.27
C -18.68 4.10 18.42 -0.73
C -19.17 5.54 18.38 1.17
O -20.08 5.71 17.28 -0.66
H -18.26 3.81 17.46 0.42
H -19.55 3.45 18.57 0.41
H -17.91 3.88 19.14 -0.32
H -18.35 6.26 18.28 -0.78
H -19.74 5.79 19.29 0.04
H -20.45 6.59 17.38 0.36
C -19.78 6.58 22.36 -1.17
C -19.23 5.14 22.42 1.34
O -20.27 4.27 22.89 -0.64
H -18.97 7.27 22.15 0.06
H -20.20 6.88 23.33 0.43
H -20.57 6.65 21.62 0.38
H -18.38 5.10 23.10 -0.03
H -18.94 4.99 21.39 -0.60
H -20.54 4.53 23.77 0.34
C -13.92 4.86 26.78 -1.19
C -13.42 5.70 25.60 0.67
O -12.36 5.08 24.89 -0.61
H -13.09 4.82 27.49 0.44
H -14.18 3.84 26.52 0.17
H -14.80 5.32 27.22 0.22
H -13.15 6.67 26.03 0.16
H -14.25 5.96 24.92 -0.29
H -12.43 5.52 24.01 0.51
C -10.97 4.27 21.85 -1.54
C -12.33 4.88 21.57 0.93
O -12.49 6.03 22.37 -0.16
H -10.12 4.93 21.73 0.33
H -10.79 3.40 21.21 0.40
H -10.97 3.91 22.88 0.29
H -13.05 4.13 21.92 -0.45
H -12.49 5.03 20.50 0.07
H -13.23 6.60 22.09 -0.03
C -14.78 2.56 18.48 -0.12
C -14.54 2.49 16.99 -0.48
O -15.77 2.13 16.34 -0.53
H -15.03 1.59 18.91 0.27
H -15.57 3.27 18.70 -0.21
H -13.93 2.99 19.02 0.16
H -13.83 1.73 16.65 0.28
H -14.23 3.47 16.63 0.31
H -15.93 2.73 15.61 0.30
C -17.51 0.52 21.49 -1.38
C -18.13 1.78 20.91 1.05
O -19.44 1.87 21.45 -0.60
H -16.55 0.29 21.01 0.26
H -18.15 -0.33 21.26 0.38
H -17.32 0.58 22.56 0.26
H -18.21 1.71 19.83 0.33
H -17.57 2.69 21.18 -0.62
H -19.52 2.70 21.94 0.35
C -11.67 8.48 19.73 -0.81
C -12.51 7.76 18.71 -0.16
O -13.89 8.09 18.87 -0.58
H -11.64 9.57 19.63 0.36
H -10.62 8.15 19.73 0.39
H -11.99 8.24 20.75 -0.11
H -12.41 6.67 18.78 0.07
H -12.14 7.96 17.71 0.44
H -14.14 7.76 19.76 0.18
C -16.27 6.94 16.43 -0.06
C -15.72 8.21 15.78 -0.28
O -14.36 8.39 16.07 -0.55
H -15.89 6.88 17.45 -0.33
H -15.89 6.05 15.93 0.34
H -17.36 6.97 16.49 0.15
H -16.32 9.06 16.16 0.16
H -15.89 8.19 14.70 0.38
H -14.28 8.24 17.03 0.45
C -11.78 9.97 25.01 -1.50
C -12.11 8.93 23.93 0.43
O -13.51 8.92 23.79 -0.50
H -12.25 10.89 24.67 0.33
H -10.70 10.08 25.06 0.41
H -12.18 9.68 25.98 0.30
H -11.74 7.95 24.28 0.12
H -11.63 9.18 22.98 0.09
H -13.82 8.41 23.00 0.22



[7]
23
Properties=species:S:1:pos:R:3:mulliken_charge:R:1 method="wB97M-V/def2-TZVPD" de_lowest_kcal_mol=63.6 spin_multiplicity=4 orbital_gap_ev="6.811 / 6.872" e_tot_ev=-44635.769 total_charge=+3 e_lumo_ev="-14.4 / -14.3"
O -0.13 -3.17 -2.38 -0.03
C -0.15 -1.97 -2.43 0.27
Nd -0.22 0.16 -1.73 0.95
O -2.96 0.13 -3.99 -0.04
C -1.93 0.14 -3.42 0.35
C 1.56 0.17 -3.43 0.26
O 2.62 0.19 -3.97 -0.04
C -0.20 2.27 -2.44 0.32
O -0.20 3.49 -2.37 -0.06
C -1.47 0.64 1.88 -1.00
N -0.26 0.96 1.12 -0.30
C 0.80 0.14 0.86 0.65
S 1.92 0.55 -0.45 -0.13
N 1.11 -0.95 1.60 -0.18
C 0.87 -1.14 3.02 -0.97
H -1.43 -0.40 2.18 0.47
H -2.35 0.78 1.24 0.33
H -1.55 1.30 2.74 0.36
H -0.29 1.88 0.65 0.35
H 1.79 -1.60 1.19 0.31
H 0.29 -2.05 3.16 0.37
H 1.82 -1.25 3.56 0.33
H 0.36 -0.28 3.43 0.42



[8]
16
Properties=species:S:1:pos:R:3:mulliken_charge:R:1 method="wB97M-V/def2-TZVPD" de_lowest_kcal_mol=23.8 orbital_gap_ev=9.590 e_tot_ev=-7857.128 total_charge=0 e_lumo_ev=0.9
C 1.57 -0.76 1.08 -1.18
C 0.22 -0.53 0.51 0.38
C -0.80 -1.40 0.45 -0.61
N -2.03 -0.81 0.10 -0.58
C -1.78 0.43 -0.07 -0.37
C -0.32 0.78 0.01 0.41
C 0.15 1.05 -1.44 -1.24
H 1.64 -0.15 1.99 0.27
H 2.38 -0.45 0.41 0.30
H 1.70 -1.81 1.35 0.34
H -0.81 -2.47 0.62 0.45
H -2.58 1.12 -0.28 0.44
H -0.11 1.66 0.64 0.38
H 1.24 1.17 -1.47 0.32
H -0.30 1.96 -1.85 0.34
H -0.18 0.21 -2.05 0.35



[9]
58
Properties=species:S:1:pos:R:3:mulliken_charge:R:1 method="wB97M-V/def2-TZVPD" de_lowest_kcal_mol=46.5 orbital_gap_ev=6.934 e_tot_ev=-42014.644 total_charge=+1 e_lumo_ev=-2.9
Pt 0.32 -0.81 -0.55 1.21
O -0.23 -3.98 -2.96 -0.73
C -0.31 -2.99 -2.25 0.23
N 0.68 -2.15 -1.92 0.03
C 2.04 -2.45 -2.27 -0.76
C 2.92 -1.40 -1.65 0.60
C 4.28 -1.33 -1.94 -0.87
C 5.05 -0.33 -1.38 -0.21
C 4.44 0.58 -0.52 -1.23
C 3.09 0.45 -0.26 0.07
N 2.34 -0.52 -0.81 0.13
C -1.61 -2.59 -1.56 0.27
C -2.71 -3.43 -1.54 -0.54
C -3.84 -3.03 -0.85 -0.38
C -3.84 -1.79 -0.22 -1.02
C -2.71 -1.01 -0.29 0.15
N -1.61 -1.39 -0.94 -0.06
H 2.18 -2.48 -3.36 0.42
H 2.34 -3.44 -1.91 0.33
H 4.70 -2.06 -2.61 0.45
H 6.10 -0.26 -1.60 0.44
H 4.99 1.37 -0.05 0.45
H 2.59 1.09 0.45 0.51
H -2.63 -4.37 -2.06 0.51
H -4.71 -3.67 -0.81 0.45
H -4.70 -1.44 0.33 0.43
H -2.66 -0.05 0.21 0.40
C -0.87 -2.66 4.29 -0.94
N -0.23 -1.50 3.68 0.13
C 0.59 -0.70 4.40 0.14
C 1.20 0.36 3.84 -1.16
C 0.98 0.63 2.44 0.48
O 1.45 1.66 1.93 -0.84
N 0.22 -0.25 1.70 -0.12
C -0.42 -1.31 2.32 0.05
O -1.15 -2.10 1.72 -0.61
H -0.70 -2.63 5.36 0.31
H -0.46 -3.58 3.88 0.30
H -1.94 -2.65 4.08 0.30
H 0.71 -0.95 5.45 0.31
H 1.83 1.02 4.41 0.46
N -1.28 4.65 -1.31 -0.11
C -0.32 4.34 -0.18 -0.95
C 0.29 2.97 -0.43 -0.28
N -0.71 1.92 -0.59 -0.10
C -1.65 2.25 -1.65 -0.65
C -2.34 3.59 -1.45 -0.78
H -0.75 4.69 -2.18 0.39
H -1.71 5.57 -1.18 0.35
H -0.91 4.35 0.74 0.35
H 0.42 5.13 -0.15 0.44
H 0.93 2.71 0.41 0.04
H 0.90 3.01 -1.35 0.49
H -1.17 1.73 0.29 0.25
H -2.41 1.47 -1.73 0.34
H -1.10 2.25 -2.60 0.35
H -2.91 3.61 -0.52 0.35
H -2.99 3.87 -2.28 0.42



[10]
13
Properties=species:S:1:pos:R:3:mulliken_charge:R:1 method="wB97M-V/def2-TZVPD" de_lowest_kcal_mol=31.5 orbital_gap_ev=9.365 e_tot_ev=-8140.880 total_charge=+1 e_lumo_ev=-4.5
C -0.74 0.69 -0.10 -0.11
C 0.71 0.44 0.23 -0.13
N -4.36 -0.18 -0.03 0.16
N -1.53 -0.24 -0.40 -0.16
N -5.38 0.07 0.25 -0.24
N 1.25 -0.81 0.06 -0.55
H 1.45 1.17 -0.13 0.40
H 0.54 0.53 1.37 0.24
H -1.30 -1.19 -0.65 0.29
H -2.55 -0.13 -0.28 0.30
H -1.17 1.61 0.18 0.39
H 0.82 -1.51 0.56 0.18
H 2.27 -1.15 -0.19 0.23